Record 1
Density functional theory data (ωB97M-V/def2-TZVPD) for a molecular structure, C26H30MoN6O5S.

Structure (XYZ):
```
69
Properties=species:S:1:pos:R:3:forces:R:3
Mo -0.5180 -0.4211 -0.1320 0.27 0.07 0.48
C 6.4313 2.5173 -2.3530 0.00 0.01 0.00
C 5.2824 1.5861 -2.1057 0.03 0.04 0.02
C 4.4239 1.7749 -1.0211 0.00 0.02 0.02
C 3.3655 0.9167 -0.7897 0.01 -0.08 -0.08
C 3.1718 -0.1514 -1.6626 0.03 0.00 0.05
C 4.0219 -0.3783 -2.7432 0.01 0.04 0.02
C 5.0659 0.5017 -2.9565 -0.04 -0.07 -0.02
S 1.8508 -1.2511 -1.4403 0.04 -0.05 0.15
O 2.1762 -2.5387 -1.9341 0.02 -0.01 -0.04
O 0.5728 -0.6372 -1.9632 -0.12 0.03 0.19
N 1.3498 -1.1742 0.0883 -0.38 0.21 -0.42
C 1.8569 -1.7047 1.2866 -0.01 0.02 0.10
C 3.0639 -2.2937 1.5224 0.00 0.02 -0.07
C 3.3472 -2.7593 2.8297 -0.06 0.02 0.01
C 2.4413 -2.6303 3.8445 0.01 0.00 -0.02
C 1.1816 -2.0224 3.6068 -0.01 -0.02 0.04
C 0.1672 -1.8561 4.5747 -0.03 0.02 -0.02
C -1.0156 -1.2654 4.2170 0.07 -0.05 0.05
C -1.2010 -0.8316 2.8978 0.06 0.02 -0.06
N -0.2730 -0.9605 1.9686 0.08 0.07 -0.04
C 0.9087 -1.5604 2.3150 -0.05 0.03 0.01
H 6.4977 3.2865 -1.5868 0.00 0.00 0.00
H 6.3246 3.0053 -3.3228 0.00 0.00 0.00
H 7.3728 1.9676 -2.3721 0.00 0.00 0.00
H 4.6025 2.5976 -0.3405 0.00 0.00 0.00
H 2.7245 1.0509 0.0719 -0.01 0.02 0.02
H 3.8663 -1.2302 -3.3909 0.01 0.00 -0.01
H 5.7343 0.3392 -3.7924 0.00 -0.01 0.00
H 3.7877 -2.4171 0.7270 0.02 -0.01 0.02
H 4.3019 -3.2300 3.0182 0.00 0.00 -0.01
H 2.6699 -2.9955 4.8368 0.00 0.00 0.00
H 0.3305 -2.2009 5.5880 0.00 0.00 0.00
H -1.8135 -1.1312 4.9326 -0.01 0.01 -0.01
H -2.1337 -0.3730 2.5986 -0.02 0.01 -0.01
C -1.4632 4.5610 -0.9759 0.01 0.04 0.02
N -1.0012 3.1905 -0.7406 0.01 -0.03 -0.06
C 0.3603 2.8805 -1.1789 0.01 0.02 0.03
C -1.6769 2.3194 -0.0087 -0.05 0.03 -0.08
O -1.0217 1.3596 0.6073 0.03 -0.48 -0.14
N -2.9915 2.4079 0.1804 0.02 0.00 0.05
C -3.9024 2.9272 -0.8408 -0.03 0.00 -0.03
C -3.6159 1.6794 1.2781 -0.01 0.03 -0.01
H -0.6290 5.2326 -0.7807 0.00 0.00 0.00
H -2.2663 4.8092 -0.2894 0.01 0.01 -0.01
H -1.7955 4.7022 -2.0036 0.00 0.00 0.00
H 0.6405 3.6098 -1.9339 0.01 0.00 0.00
H 0.4063 1.8957 -1.6405 0.00 -0.02 0.00
H 1.0630 2.9440 -0.3472 0.00 0.00 -0.01
H -3.3791 3.0569 -1.7830 -0.01 -0.01 0.01
H -4.3618 3.8663 -0.5341 0.01 0.00 0.00
H -4.6899 2.1886 -0.9920 0.01 0.00 0.00
H -2.9732 1.7000 2.1533 0.01 -0.03 0.01
H -3.8424 0.6458 0.9972 0.01 0.00 0.00
H -4.5481 2.1814 1.5278 -0.01 -0.02 0.00
C -4.2720 -4.5886 0.0806 -0.01 -0.04 0.02
N -3.7226 -3.3260 -0.4316 0.00 -0.02 -0.04
C -4.3060 -2.6569 -1.4471 0.04 0.02 0.01
C -3.8408 -1.4753 -1.9510 -0.01 0.10 0.02
C -2.6715 -0.9891 -1.3527 0.00 0.21 -0.30
O -2.0126 0.0901 -1.5924 -0.07 -0.22 0.10
N -2.0710 -1.6828 -0.3482 0.22 0.12 -0.04
C -2.5609 -2.8574 0.2000 -0.07 -0.02 0.23
O -2.0579 -3.4245 1.1337 -0.01 0.00 -0.12
H -5.1255 -4.8664 -0.5299 0.00 -0.01 0.00
H -4.5782 -4.4653 1.1166 0.00 0.01 -0.01
H -3.5104 -5.3623 0.0313 0.00 0.01 -0.01
H -5.1958 -3.1187 -1.8546 0.00 -0.03 0.01
H -4.3238 -0.9644 -2.7674 -0.02 -0.01 0.01
```
Forces are in eV/Å.

Summary:
Orbital gap (alpha / beta) (hartree): 0.2422 / 0.2419
Charge: +2
HOMO energy (alpha / beta) (eV): -13.4995 / -13.4931
2S+1: 1

=====

Record 2
Density functional theory data (ωB97M-V/def2-TZVPD) for C26H30N2O4 in the gas phase.

Structure (XYZ):
```
62
Properties=species:S:1:pos:R:3:forces:R:3
C -2.5876 1.9231 -0.9766 -0.28 -0.10 0.16
O -1.3095 2.3297 -1.4135 0.39 0.04 -0.22
C -0.5658 1.4584 -2.1570 0.15 -0.03 -0.14
C -0.9455 0.1472 -2.4251 -0.25 0.12 0.10
C -0.1138 -0.6818 -3.1598 0.05 0.00 -0.04
C 1.0965 -0.2176 -3.6393 0.05 -0.14 -0.03
C 1.4699 1.0917 -3.3865 -0.09 0.00 0.03
C 0.6544 1.9407 -2.6554 -0.22 0.13 0.09
C 1.1228 3.3444 -2.3574 0.01 0.08 -0.19
N 2.0773 3.3441 -1.2618 -0.18 0.18 -0.14
C 1.6027 2.9889 0.0528 -0.04 -0.22 0.49
C 2.2147 1.6361 0.4430 -0.21 0.17 0.24
C 1.6484 1.2065 1.7885 0.28 -0.10 -0.41
O 1.3932 2.0279 2.6500 -0.11 0.42 0.12
N 1.4625 -0.1201 2.0057 -0.02 -0.33 0.30
C 1.6337 -1.1929 1.0550 -0.12 -0.09 -0.44
C 0.2828 -1.5741 0.4492 0.16 -0.12 0.18
C -0.7017 -1.9720 1.5550 -0.06 0.42 -0.32
C -2.1019 -2.1192 0.9791 0.42 -0.13 0.12
O -2.5859 -1.2423 0.2956 -0.05 0.01 0.03
C -2.8771 -3.3281 1.3416 -0.51 -0.25 -0.01
C -4.2573 -3.1933 1.4943 0.14 0.06 -0.02
C -5.0349 -4.2817 1.8382 -0.06 0.00 0.00
C -4.4466 -5.5246 2.0093 0.03 -0.03 -0.01
C -3.0807 -5.6742 1.8309 -0.02 -0.14 0.01
C -2.2956 -4.5835 1.5056 0.02 0.21 -0.02
C -0.7642 -0.8671 2.6240 0.19 -0.16 0.12
C 0.6371 -0.5219 3.1278 -0.26 0.23 0.30
C 3.7468 1.7818 0.5037 0.00 -0.05 0.05
C 4.2246 3.0262 -0.2620 0.14 -0.13 -0.14
C 3.4039 3.2666 -1.5148 0.26 0.22 0.33
O 3.8891 3.4044 -2.6218 0.21 -0.09 -0.40
H -3.2485 1.7181 -1.8242 0.02 0.00 0.01
H -2.5395 1.0389 -0.3357 0.02 0.04 -0.06
H -2.9808 2.7642 -0.4073 -0.02 -0.06 -0.05
H -1.8798 -0.2423 -2.0535 -0.09 -0.01 0.08
H -0.4233 -1.6985 -3.3533 -0.03 -0.09 -0.02
H 1.7432 -0.8656 -4.2112 0.06 -0.06 -0.06
H 2.4108 1.4725 -3.7549 0.12 0.08 -0.04
H 0.2786 3.9827 -2.0908 0.12 -0.01 -0.07
H 1.6436 3.7551 -3.2253 -0.15 -0.01 0.11
H 0.5153 2.9245 0.0289 0.07 0.06 0.01
H 1.8817 3.7449 0.7931 -0.12 -0.08 -0.04
H 1.9339 0.9335 -0.3447 0.00 0.04 0.04
H 2.0490 -2.0506 1.5980 0.06 0.06 -0.07
H 2.3444 -0.9208 0.2771 0.02 -0.02 0.06
H -0.1229 -0.7224 -0.0999 0.03 -0.03 -0.02
H 0.4095 -2.3986 -0.2548 0.00 -0.01 -0.09
H -0.3737 -2.8988 2.0309 -0.04 0.00 -0.01
H -4.7002 -2.2194 1.3481 -0.03 0.07 -0.02
H -6.1003 -4.1641 1.9672 -0.09 0.01 0.02
H -5.0525 -6.3784 2.2733 -0.05 -0.07 0.03
H -2.6252 -6.6466 1.9460 0.03 -0.07 0.00
H -1.2370 -4.7224 1.3439 0.11 0.01 0.05
H -1.2094 0.0282 2.1847 -0.04 0.01 0.00
H -1.3912 -1.1903 3.4570 -0.05 0.04 0.04
H 1.0955 -1.3857 3.6193 0.00 0.03 0.01
H 0.5949 0.3128 3.8287 0.04 -0.19 -0.03
H 4.2171 0.8918 0.0818 0.03 0.00 0.05
H 4.0672 1.8656 1.5444 0.02 -0.05 -0.04
H 4.1314 3.9082 0.3747 0.01 0.01 0.02
H 5.2715 2.9215 -0.5464 -0.10 0.10 -0.04
```
Forces are in eV/Å.

Summary:
Orbital gap (hartree): 0.3137
Charge: 0
SMILES: COc1ccccc1CN1C[C@H](C(=O)N2CCC(C(=O)c3ccccc3)CC2)CCC1=O
HOMO energy (eV): -8.4668
ΔE to the lowest compared entry with this formula, charge and spin (kJ/mol): 61.4
2S+1: 1

=====

Record 3
Density functional theory data (ωB97M-V/def2-TZVPD) for a molecular structure, C26H30N8O2PtS3.

Structure (XYZ):
```
70
Properties=species:S:1:pos:R:3:forces:R:3
Pt -0.3484 0.5368 0.4832 -0.07 0.19 -0.07
C -4.9103 2.4389 3.8410 0.02 0.01 0.00
C -3.6349 1.9274 4.4884 -0.01 0.02 0.01
N -2.4341 2.3425 3.7360 -0.06 -0.04 -0.01
C -1.9084 1.7142 2.7166 0.10 0.01 -0.01
S -0.5251 2.3238 1.8982 -0.02 -0.05 0.01
N -2.5471 0.5222 2.3576 0.05 0.13 0.01
N -1.9692 -0.0766 1.4051 0.00 -0.08 -0.01
C -2.5313 -1.2689 0.9619 0.06 0.01 0.01
C -3.7732 -1.7487 1.6285 -0.02 -0.03 -0.05
C -1.8378 -1.8682 -0.0548 0.15 0.14 -0.09
C -2.2710 -3.0924 -0.6953 -0.11 0.03 0.05
C -1.4980 -3.7141 -1.5771 0.07 -0.03 -0.06
C -0.1179 -3.2382 -1.8807 0.09 0.09 0.08
C 0.1705 -1.8671 -1.2768 0.14 -0.18 -0.08
N -0.6713 -1.2276 -0.5377 -0.24 -0.20 0.28
H -5.7656 2.1419 4.4459 -0.01 0.00 0.00
H -5.0333 2.0200 2.8422 0.00 0.00 0.00
H -4.9087 3.5262 3.7681 -0.01 0.00 0.00
H -3.6280 0.8432 4.5537 0.01 0.00 0.01
H -3.5133 2.3292 5.4924 0.01 -0.01 0.00
H -2.0003 3.2167 4.0024 0.01 0.00 -0.02
H -4.5357 -0.9698 1.6048 -0.01 -0.02 0.01
H -3.5753 -1.9844 2.6751 0.00 0.01 0.00
H -4.1687 -2.6356 1.1470 -0.01 -0.02 0.01
H -3.2421 -3.4885 -0.4435 -0.01 -0.02 0.00
H -1.8092 -4.6321 -2.0575 -0.01 0.00 0.00
H 0.0426 -3.1309 -2.9599 -0.01 -0.09 0.01
H 0.9658 -1.2808 -1.7145 0.02 -0.01 0.01
C 5.8270 -3.2543 -5.4172 -0.01 -0.01 0.00
C 4.9070 -3.4208 -4.2442 -0.01 0.05 0.01
C 4.4074 -4.6858 -3.9199 0.00 -0.01 0.00
C 3.5576 -4.8652 -2.8484 0.01 0.00 -0.01
C 3.1936 -3.7538 -2.0903 0.05 -0.01 0.03
C 3.6784 -2.4863 -2.3824 -0.05 -0.02 0.04
C 4.5330 -2.3305 -3.4620 0.02 -0.03 -0.03
S 2.1406 -4.0009 -0.7202 0.06 0.04 -0.01
O 0.7288 -4.3066 -1.4110 -0.05 0.16 -0.13
O 2.4944 -5.1872 -0.0213 -0.03 -0.03 -0.01
N 1.8560 -2.6831 -0.0239 -0.20 0.01 -0.06
C 2.4204 -2.1714 1.1528 0.11 0.03 0.07
C 3.5107 -2.7647 1.7972 -0.05 -0.05 -0.08
C 3.9944 -2.1722 2.9433 -0.03 0.08 0.03
C 3.3932 -1.0090 3.4145 0.10 -0.07 0.05
C 2.3308 -0.4989 2.7037 -0.08 0.02 -0.09
N 1.8403 -1.0603 1.5919 0.05 -0.03 0.07
H 6.6235 -3.9977 -5.3920 0.00 0.00 0.00
H 6.2775 -2.2643 -5.4376 0.00 0.00 0.00
H 5.2793 -3.3983 -6.3503 0.00 0.00 0.00
H 4.7037 -5.5407 -4.5145 -0.01 -0.01 0.01
H 3.1905 -5.8491 -2.5864 0.01 0.00 -0.01
H 3.4103 -1.6414 -1.7599 0.01 0.00 0.00
H 4.9269 -1.3489 -3.6916 0.01 0.00 0.00
H 3.9499 -3.6731 1.4100 0.01 0.00 0.02
H 4.8339 -2.6108 3.4657 0.00 0.00 0.00
H 3.7436 -0.5158 4.3095 0.00 0.00 0.00
H 1.8374 0.4104 3.0307 -0.02 0.01 -0.02
C -0.8068 2.7054 -2.4394 -0.03 -0.04 0.00
N 0.2647 3.4473 -1.7890 0.02 -0.02 -0.01
C 0.4489 4.8149 -1.8636 0.01 0.03 0.03
C 1.5667 5.1108 -1.1658 -0.04 -0.01 -0.01
N 2.0365 3.9154 -0.6715 0.03 0.01 0.01
C 1.2436 2.9028 -1.0539 0.02 0.01 0.00
S 1.5493 1.2356 -0.7002 -0.08 0.00 0.01
H -1.3826 3.3978 -3.0458 0.01 0.00 -0.01
H -1.4481 2.2468 -1.6885 0.01 0.01 0.01
H -0.3802 1.9296 -3.0717 0.01 0.01 0.00
H -0.2273 5.4511 -2.4057 0.00 0.00 -0.01
H 2.0564 6.0496 -0.9825 0.01 0.00 0.00
H 2.8588 3.7851 -0.1024 0.00 -0.01 -0.01
```
Forces are in eV/Å.

Summary:
Orbital gap (hartree): 0.2056
Charge: +2
HOMO energy (eV): -13.3062
2S+1: 1

=====

no.,E (eV),largest force on an atom (eV/A)
1,-59306.579,0.61
2,-38620.501,0.56
3,-79202.860,0.42